Entry 1:
{"formula": "C20H19CdClN7O5S", "method": "ωB97M-V/def2-TZVPD", "elements": ["Cd", "C", "C", "N", "N", "C", "S", "N", "N", "H", "H", "H", "H", "H", "H", "O", "C", "O", "C", "C", "Cl", "N", "N", "C", "C", "O", "O", "C", "C", "C", "C", "C", "C", "H", "H", "H", "H", "H", "H", "O", "C", "C", "C", "C", "C", "C", "N", "H", "H", "H", "H", "H", "H", "H"], "xyz": [[-0.04776, -0.13273, 0.22002], [2.78980, 5.47212, -0.41624], [3.16388, 4.04471, -0.25895], [4.34710, 3.58843, -0.03639], [4.17084, 2.23244, 0.02961], [2.91720, 1.82303, -0.13666], [2.42015, 0.20731, -0.17106], [2.25541, 2.99134, -0.31356], [0.88604, 3.07945, -0.53538], [3.69408, 6.07239, -0.35447], [2.10846, 5.79490, 0.37524], [2.31407, 5.65098, -1.38260], [4.95913, 1.62798, 0.18690], [0.70808, 3.09223, -1.53200], [0.55979, 3.94592, -0.13362], [-2.49860, -5.67074, -0.00337], [-3.45913, -4.77823, -0.03285], [-4.62414, -5.07650, -0.01489], [-3.06254, -3.32135, -0.13593], [-3.97337, -2.29666, -0.29407], [-5.65063, -2.41941, -0.43319], [-3.29308, -1.10804, -0.35041], [-1.96691, -1.35467, -0.23044], [-1.80915, -2.65968, -0.08444], [-0.38344, -3.14796, 0.18316], [-0.15856, -4.35339, 0.16599], [0.47584, -2.23346, 0.40980], [-3.68630, 0.25190, -0.43031], [-2.62880, 1.27924, -0.50148], [-3.51186, 3.64305, -0.10661], [-4.89933, 3.25457, 0.41075], [-5.50104, 1.94852, 0.02360], [-5.02607, 0.69183, -0.29934], [-1.58561, -5.26222, 0.00013], [-1.20305, 2.26662, 0.55218], [-3.35234, 4.67821, -0.38049], [-5.63805, 4.03695, 0.50564], [-6.58374, 1.99834, 0.02513], [-5.79639, -0.04864, -0.43429], [-0.58664, -0.07278, 2.63459], [-1.97262, 0.22014, 2.85668], [-2.36670, 1.35706, 1.94994], [-3.28032, 2.26138, 2.24144], [-3.71355, 3.37599, 1.36510], [-3.13728, 2.59270, -1.11998], [-2.00033, 1.88059, -1.69719], [-1.71892, 1.39419, 0.65761], [-0.35157, -0.88072, 3.10392], [-2.13791, 0.51336, 3.88966], [-2.57922, -0.66516, 2.64729], [-3.76774, 2.22867, 3.21328], [-3.77853, 4.29939, 1.92696], [-3.98062, 2.48884, -1.79236], [-2.03946, 1.51969, -2.71865]], "atomic_forces_ev_per_a": [[0.3, 0.1, 0.3], [0.0, -0.1, 0.0], [-0.2, 0.0, 0.0], [0.0, -0.4, 0.0], [0.5, 0.0, 0.1], [0.0, 0.2, 0.1], [-0.1, 0.0, -0.1], [-0.2, 0.3, -0.1], [0.0, -0.2, 0.1], [0.0, 0.0, 0.0], [0.0, 0.0, 0.0], [0.0, 0.0, 0.0], [0.1, 0.0, 0.0], [-0.1, 0.0, -0.2], [-0.1, 0.2, 0.1], [0.6, 0.1, 0.0], [-0.2, 0.3, -0.2], [0.1, 0.0, 0.1], [0.2, -0.1, 0.1], [0.0, 0.1, 0.0], [-0.1, 0.0, 0.0], [-0.1, 0.3, -0.1], [-0.2, -0.2, -0.1], [0.1, 0.1, 0.1], [0.2, -0.1, -0.1], [-0.5, 0.0, 0.0], [-0.2, -0.2, 0.0], [-0.1, -0.1, 0.1], [0.0, -0.3, -0.2], [0.1, -0.2, -0.2], [0.0, -0.1, -0.1], [0.0, 0.1, 0.0], [0.4, 0.0, 0.1], [-0.1, 0.0, 0.1], [-0.1, 0.0, 0.0], [-0.1, 0.0, 0.0], [0.0, 0.0, 0.0], [0.0, 0.0, 0.0], [0.0, 0.0, 0.0], [-0.1, 0.1, 0.0], [0.1, 0.0, -0.2], [0.2, -0.2, -0.1], [-0.2, 0.3, 0.0], [0.0, 0.0, 0.1], [0.1, 0.2, 0.6], [-0.2, -0.1, -0.2], [-0.1, 0.2, -0.1], [0.1, -0.1, 0.0], [0.0, 0.0, 0.1], [0.0, -0.1, -0.1], [0.1, 0.0, -0.1], [0.0, 0.1, 0.0], [-0.2, -0.1, -0.2], [0.2, 0.0, 0.1]], "mulliken_charge": [1.044, -1.311, 0.864, -0.708, 0.198, 0.366, -0.341, 0.187, -0.588, 0.354, 0.345, 0.324, 0.176, 0.277, 0.266, -0.512, 0.361, -0.568, -0.101, 0.489, -0.159, 0.481, -1.096, 0.256, 1.023, -0.780, -0.737, -0.085, 1.838, -0.760, -0.200, -1.159, -0.931, 0.465, 0.285, 0.511, 0.569, 0.451, 0.378, -0.647, -0.734, 0.281, -1.115, -0.294, -0.176, -1.433, 0.749, 0.353, 0.485, 0.236, 0.448, 0.649, 0.461, 0.265], "charge": 1, "relative_energy_ev": 7.376, "spin_multiplicity": 1}

---

Entry 2:
{"formula": "C25H22BrIrN5O3S", "method": "ωB97M-V/def2-TZVPD", "elements": ["Ir", "Br", "C", "C", "C", "C", "C", "C", "C", "C", "C", "C", "H", "H", "H", "H", "H", "H", "N", "C", "N", "C", "C", "C", "C", "C", "H", "H", "H", "H", "H", "H", "H", "H", "H", "H", "O", "S", "O", "O", "C", "N", "C", "C", "C", "N", "C", "C", "C", "N", "C", "C", "H", "H", "H", "H", "H", "H"], "xyz": [[-2.17998, 1.70033, -1.17219], [-4.55351, 1.06403, -1.76999], [-5.02103, 0.58805, 0.05005], [-6.20892, -0.04036, 0.27324], [-6.56384, -0.36399, 1.59600], [-5.73524, -0.02745, 2.62911], [-4.49813, 0.61708, 2.39535], [-3.62748, 0.95679, 3.45724], [-2.42216, 1.54911, 3.20775], [-2.02189, 1.81731, 1.88382], [-2.82838, 1.51442, 0.81179], [-4.09987, 0.92134, 1.06316], [-6.87690, -0.27707, -0.54427], [-7.49781, -0.87546, 1.78323], [-6.01641, -0.24705, 3.65184], [-3.93191, 0.73669, 4.47298], [-1.76051, 1.81012, 4.02420], [-1.05212, 2.27483, 1.71904], [-0.46011, 2.82965, -1.08678], [0.57977, 3.19161, -0.71698], [1.75132, 3.61472, -0.36205], [2.26087, 3.46783, 1.01003], [3.68411, 2.92039, 0.98434], [4.57192, 3.76830, 0.07263], [3.98903, 3.80371, -1.34021], [2.58267, 4.38736, -1.30564], [1.59329, 2.80553, 1.55896], [2.24905, 4.45161, 1.48852], [3.67274, 1.88675, 0.62938], [4.07014, 2.91517, 2.00421], [5.58295, 3.36156, 0.05315], [4.64312, 4.78634, 0.46680], [3.95069, 2.79034, -1.74791], [4.60621, 4.40731, -2.00631], [2.10777, 4.36182, -2.28447], [2.61650, 5.42517, -0.96152], [4.89395, -3.50819, -0.96562], [4.67715, -4.87188, -0.58089], [5.27277, -5.90181, -1.37480], [4.43849, -5.13409, 0.82877], [2.75498, -5.11884, -0.94108], [2.35125, -6.33522, -1.10941], [1.04903, -6.44384, -1.38268], [0.23113, -5.32702, -1.45666], [0.80517, -4.07733, -1.23909], [2.11680, -4.00235, -0.96607], [0.08850, -2.79508, -1.28842], [0.81813, -1.61094, -1.40292], [0.15383, -0.40971, -1.48640], [-1.18065, -0.31302, -1.44825], [-1.88586, -1.44052, -1.31492], [-1.29962, -2.68696, -1.23712], [0.67351, -7.44848, -1.52810], [-0.81877, -5.43169, -1.68995], [1.89841, -1.65396, -1.42501], [0.70129, 0.51596, -1.60103], [-2.96285, -1.34462, -1.27071], [-1.93259, -3.55432, -1.10813]], "atomic_forces_ev_per_a": [[0.0, 0.2, 0.2], [-0.3, -0.2, 0.2], [-0.1, -0.1, 0.0], [0.0, 0.1, -0.2], [0.0, 0.0, 0.2], [-0.1, 0.0, 0.0], [0.0, 0.0, -0.3], [0.2, 0.1, 0.1], [0.0, 0.0, 0.1], [-0.1, 0.0, -0.1], [0.0, -0.1, -0.4], [0.0, 0.0, 0.3], [0.0, 0.0, 0.0], [0.0, 0.0, 0.0], [0.0, 0.0, 0.0], [0.0, 0.0, 0.0], [0.0, 0.0, 0.0], [0.0, 0.0, 0.0], [0.5, -0.1, 0.3], [-0.2, 0.1, -0.2], [0.1, 0.1, -0.1], [0.1, -0.1, 0.1], [0.0, 0.2, 0.0], [0.0, -0.2, -0.1], [-0.1, 0.1, 0.1], [0.2, 0.0, -0.1], [0.0, 0.0, 0.0], [-0.1, 0.0, 0.0], [0.0, 0.0, 0.0], [0.0, 0.0, 0.0], [0.0, 0.0, 0.0], [0.0, 0.0, 0.0], [0.0, 0.0, 0.0], [0.0, 0.0, 0.0], [0.0, 0.0, 0.0], [-0.1, 0.0, 0.0], [0.0, -0.2, 0.1], [1.1, 0.4, -0.8], [-0.1, 0.0, 0.2], [-0.3, -0.1, 0.4], [-1.0, -0.2, 0.0], [0.2, 0.0, 0.2], [0.1, 0.0, 0.0], [-0.1, 0.3, -0.1], [0.3, -0.7, 0.0], [0.1, 0.2, 0.1], [-0.3, 0.7, -0.1], [0.1, -0.4, 0.0], [0.0, 0.1, -0.1], [0.0, 0.0, 0.1], [-0.1, 0.0, 0.0], [0.2, -0.2, 0.0], [-0.1, 0.0, 0.0], [0.0, 0.0, 0.0], [0.0, 0.1, 0.0], [0.0, 0.0, 0.0], [0.0, 0.1, 0.0], [0.0, 0.0, 0.0]], "mulliken_charge": [0.913, -0.154, 0.485, -0.610, -0.563, -0.874, 0.690, -0.743, -0.849, -0.264, -0.529, 0.867, 0.421, 0.401, 0.388, 0.390, 0.406, 0.245, -0.589, 0.651, 0.053, -0.488, -0.641, -0.677, -0.537, -0.773, 0.319, 0.253, 0.308, 0.340, 0.324, 0.319, 0.282, 0.336, 0.440, 0.327, -0.506, 1.114, -0.499, -0.442, 0.398, -0.409, -0.432, -0.563, 0.397, -0.319, 1.382, -0.607, -0.448, -0.469, -0.137, -0.964, 0.456, 0.348, 0.569, 0.529, 0.418, 0.321], "s2": 6.020, "charge": 1, "e_tot_ev": -123580.10064, "spin_multiplicity": 5}

---

Entry 3:
{"formula": "C35H35AsN6OS3SbSe4V", "method": "ωB97M-V/def2-TZVPD", "elements": ["V", "C", "C", "N", "N", "C", "N", "S", "C", "C", "C", "C", "C", "N", "H", "H", "H", "H", "H", "H", "H", "H", "H", "C", "C", "N", "C", "C", "S", "C", "C", "S", "C", "N", "C", "H", "H", "H", "H", "H", "H", "H", "H", "C", "C", "C", "C", "C", "C", "As", "C", "C", "C", "C", "C", "C", "C", "C", "C", "C", "C", "C", "H", "H", "H", "H", "H", "H", "H", "H", "H", "H", "H", "H", "H", "H", "H", "C", "O", "H", "H", "H", "Se", "Sb", "Se", "Se", "Se"], "xyz": [[0.51386, -0.37178, 0.23767], [3.76692, 0.87046, 0.40732], [2.28284, 0.64704, 0.57990], [1.87910, -0.24850, 1.50264], [2.38817, -1.54778, 1.49279], [2.43120, -2.08529, 0.30747], [2.59733, -3.41469, 0.13288], [2.21486, -1.11537, -1.19705], [1.37443, 1.57418, -0.02687], [1.85685, 2.77401, -0.62307], [0.98752, 3.64414, -1.21143], [-0.40490, 3.35072, -1.21630], [-0.81628, 2.14366, -0.74934], [0.06050, 1.21749, -0.30002], [4.32075, -0.00456, 0.74853], [4.05699, 1.08176, -0.62262], [4.04397, 1.71676, 1.04745], [2.44332, -3.99058, 0.94733], [2.27526, -3.81562, -0.74238], [2.90866, 3.00496, -0.54563], [1.35008, 4.57681, -1.62179], [-1.13344, 4.05171, -1.59396], [-1.85487, 1.83896, -0.74071], [-4.18217, -1.74693, -0.12645], [-3.89369, -0.63756, -1.05838], [-2.79075, -0.51474, -1.72130], [-2.80429, 0.53549, -2.59617], [-3.97226, 1.24415, -2.59156], [-5.07570, 0.58920, -1.46233], [-1.62668, 0.86475, -3.39236], [-1.60015, 1.82619, -4.35983], [-0.04151, 1.95857, -5.04667], [0.49925, 0.68504, -3.97627], [-0.41281, 0.24671, -3.17871], [1.89890, 0.19764, -4.09617], [-3.24672, -2.00672, 0.37991], [-4.50511, -2.61982, -0.70799], [-4.95134, -1.49903, 0.60250], [-4.23834, 2.10825, -3.17340], [-2.40513, 2.44041, -4.72174], [2.29786, 0.42261, -5.08390], [1.92403, -0.87861, -3.93076], [2.55161, 0.68317, -3.36536], [2.99162, 5.74144, 3.57608], [2.17017, 5.65490, 2.46131], [1.46188, 4.48941, 2.21735], [1.56650, 3.39027, 3.06694], [2.40556, 3.48478, 4.17155], [3.10669, 4.65468, 4.42813], [0.44693, 1.84279, 2.67049], [0.55800, 1.00839, 4.42712], [-0.46030, 1.09614, 5.36885], [-0.32120, 0.49194, 6.60990], [0.83926, -0.19683, 6.92257], [1.86707, -0.28528, 5.99547], [1.71796, 0.30847, 4.75209], [-1.27594, 2.74898, 2.86590], [-2.41377, 2.15353, 2.32748], [-3.66030, 2.75311, 2.43965], [-3.78050, 3.96556, 3.10067], [-2.65935, 4.55895, 3.66136], [-1.41586, 3.95643, 3.54495], [3.53315, 6.65516, 3.78416], [2.06013, 6.49486, 1.78609], [0.78387, 4.44506, 1.37132], [2.49499, 2.65041, 4.85504], [3.72962, 4.71741, 5.31163], [-1.36717, 1.64142, 5.13929], [-1.12211, 0.56203, 7.33493], [0.94694, -0.67339, 7.88785], [2.78176, -0.81165, 6.23628], [2.52371, 0.22591, 4.02725], [-2.34392, 1.19880, 1.81151], [-4.52626, 2.27173, 2.00376], [-4.74632, 4.44861, 3.17646], [-2.74832, 5.49848, 4.19263], [-0.55485, 4.43527, 3.99470], [-1.10102, -1.39222, 2.52104], [-0.60990, -0.46483, 1.60875], [-2.19218, -1.31707, 2.60503], [-0.64749, -1.23481, 3.50595], [-0.86020, -2.41896, 2.18476], [-2.93539, -5.21303, -0.21590], [-1.42916, -3.81442, -1.54258], [-0.36561, -1.92702, -0.58506], [-3.06317, -3.55620, -3.31435], [0.13214, -5.51619, -2.30030]], "atomic_forces_ev_per_a": [[0.9, 2.2, 2.9], [0.0, 0.1, -0.2], [2.2, 2.3, 0.0], [0.0, -0.2, 1.2], [0.6, -0.8, 0.1], [0.7, 0.5, -0.8], [0.1, 0.0, 0.1], [2.0, -1.4, -0.7], [1.4, 1.3, 0.4], [0.0, 0.2, -0.9], [0.4, -0.3, 0.2], [-0.1, -0.5, 0.1], [-0.6, 0.4, -0.4], [-0.3, 2.7, -0.1], [-0.1, 0.0, 0.0], [0.0, 0.0, 0.1], [0.0, 0.0, 0.0], [0.0, 0.0, 0.0], [0.0, 0.1, 0.0], [0.0, 0.1, 0.0], [0.0, 0.0, 0.0], [0.0, 0.0, 0.0], [0.0, 0.1, 0.1], [0.1, -0.2, 0.1], [-0.1, 0.6, -0.4], [-0.1, -0.1, 0.1], [-0.7, 0.1, 0.2], [0.0, 0.1, -0.1], [0.3, -0.3, 0.0], [0.4, 0.4, -0.4], [0.0, 0.0, -0.1], [-0.1, -0.3, 0.3], [-0.1, 0.5, -0.4], [-0.1, -0.3, -0.1], [0.2, 0.0, 0.1], [-0.2, -0.1, 0.0], [0.1, 0.1, 0.2], [0.0, 0.0, 0.0], [0.1, 0.1, 0.0], [-0.1, 0.0, 0.0], [0.0, 0.0, -0.1], [0.0, 0.0, 0.0], [-0.1, -0.1, 0.1], [0.1, 0.1, 0.0], [0.0, 0.0, -0.1], [0.0, 0.0, -0.1], [-0.1, 0.3, 0.4], [0.0, 0.0, 0.0], [0.1, 0.0, 0.0], [-0.1, 0.5, 0.6], [-0.1, 0.1, 0.1], [0.0, 0.0, 0.0], [0.0, 0.0, 0.0], [0.1, -0.1, 0.1], [-0.1, 0.1, 0.0], [0.2, -0.1, -0.2], [0.0, 0.1, 0.3], [0.0, -0.3, -0.2], [0.1, 0.1, 0.0], [-0.1, 0.0, 0.0], [0.0, 0.1, 0.0], [-0.1, 0.0, 0.0], [0.0, 0.0, 0.0], [0.0, 0.0, 0.0], [0.0, 0.0, 0.0], [0.0, 0.1, 0.0], [0.1, 0.0, 0.0], [0.0, 0.0, 0.0], [0.0, 0.0, 0.0], [0.0, 0.0, 0.1], [0.0, 0.0, 0.0], [-0.1, 0.0, 0.0], [0.2, 0.1, 0.0], [0.0, 0.0, 0.0], [0.0, 0.0, 0.0], [0.0, 0.0, 0.0], [0.0, 0.0, 0.0], [0.1, -0.6, 0.0], [-1.0, 0.2, 1.0], [0.0, 0.1, 0.0], [-0.1, 0.0, 0.0], [-0.1, 0.3, 0.1], [-0.5, 0.4, 0.4], [0.1, -2.8, -1.8], [-5.1, -6.6, -2.9], [-0.4, 0.3, 0.2], [0.6, 0.5, 0.2]], "mulliken_charge": [-0.450, -2.129, 1.456, 1.164, -1.499, 0.562, -0.405, -0.479, 1.064, -1.554, -1.374, -1.278, 0.018, 1.006, 0.400, 0.398, 0.375, 0.258, 0.184, 0.544, 0.461, 0.520, 0.641, -0.748, 0.364, 0.557, -0.913, -0.227, -0.301, 0.180, -0.419, -0.284, 0.729, -0.014, -1.290, -0.164, 0.207, 0.445, 0.437, 0.428, 0.544, 0.267, 0.167, -0.658, -0.896, -0.009, -0.216, -0.690, -0.698, 2.638, -0.028, -0.498, -0.728, -0.587, -0.829, -0.355, 0.097, -0.053, -0.874, -0.590, -0.854, -0.261, 0.368, 0.421, 0.574, 0.368, 0.405, 0.335, 0.405, 0.357, 0.410, 0.442, 0.084, 0.493, 0.380, 0.415, 0.413, -1.082, 0.437, 0.192, 0.229, 0.283, -0.453, 0.902, 0.068, -0.500, -0.701], "s2": 0.764, "charge": -1, "relative_energy_ev": 5.539, "spin_multiplicity": 2}

---

Entry 4:
{"formula": "C5H11N2O", "method": "ωB97M-V/def2-TZVPD", "elements": ["C", "C", "C", "C", "C", "N", "N", "O", "H", "H", "H", "H", "H", "H", "H", "H", "H", "H", "H"], "xyz": [[2.34724, 0.31143, 0.04166], [-0.77790, 0.82633, -0.95815], [-1.09949, 1.45428, 0.36020], [-0.26978, 0.15158, 0.25937], [-0.57263, -2.34931, -0.14752], [2.54527, 1.47889, 0.52544], [-1.10128, -1.09385, 0.51043], [2.77228, -0.48807, -0.70768], [-1.59855, 0.24214, -1.46277], [0.03124, 1.32696, -1.55300], [-0.70990, 2.40576, 0.58411], [-2.10183, 1.43723, 0.83428], [-1.22123, -3.13670, 0.13470], [-0.84360, -2.18025, -1.17251], [0.52215, -2.33658, -0.04559], [1.78982, 1.90196, 1.07561], [3.31704, 2.10440, 0.27121], [-1.13670, -1.12675, 1.53308], [-1.89214, -0.92944, -0.08285]], "atomic_forces_ev_per_a": [[-0.9, -2.1, -2.6], [0.2, -0.3, -1.1], [-1.0, -1.6, 0.6], [1.7, 0.8, 0.1], [0.5, 2.0, -0.3], [-0.8, 2.0, 1.5], [2.3, 0.7, 0.1], [-0.7, 1.0, 1.7], [0.9, 1.1, -0.2], [-1.4, -0.5, 0.1], [1.1, 0.8, 0.3], [0.4, -0.5, -0.7], [0.2, -1.2, 0.9], [0.4, 0.0, -0.8], [-0.6, -0.8, 0.2], [0.5, -0.4, -0.3], [-0.1, -0.7, -0.1], [-1.1, -0.5, -0.4], [-1.7, 0.3, 1.1]], "mulliken_charge": [0.668, -0.330, -0.800, -0.220, -0.787, -0.307, -0.201, -0.290, 0.275, 0.199, 0.256, 0.208, 0.386, 0.306, 0.291, 0.285, 0.279, 0.375, 0.407], "charge": 1, "relative_energy_ev": 5.570, "spin_multiplicity": 1}

---

Entry 5:
{"formula": "C7H10S", "method": "ωB97M-V/def2-TZVPD", "elements": ["C", "C", "C", "C", "C", "C", "C", "S", "H", "H", "H", "H", "H", "H", "H", "H", "H", "H"], "xyz": [[0.95719, -1.46138, -2.18935], [0.21036, -0.54091, -1.58125], [0.57975, 0.09669, -0.24179], [0.59243, 1.59435, -0.34730], [1.69910, 2.31398, -0.22776], [-0.41514, -0.44707, 0.77781], [0.04148, -1.68854, 1.47945], [-1.87323, 0.22640, 1.04974], [1.90400, -1.82899, -1.77074], [0.63527, -1.89220, -3.13978], [-0.70882, -0.21843, -2.01257], [1.60405, -0.25880, 0.04579], [-0.35134, 2.09623, -0.57151], [1.69044, 3.39818, -0.32277], [2.66530, 1.87861, -0.03026], [0.89179, -1.43937, 2.12493], [-0.72492, -2.12243, 2.12399], [0.37487, -2.43784, 0.73819]], "atomic_forces_ev_per_a": [[-0.1, 0.0, 0.0], [1.2, -0.5, 0.4], [0.4, -0.4, -0.1], [0.1, 0.3, -0.1], [-0.2, 0.4, 0.0], [-0.4, 0.2, 0.2], [0.1, -0.3, 0.0], [0.5, -0.2, -0.1], [-0.4, 0.2, -0.1], [0.1, 0.1, 0.3], [-0.6, 0.3, -0.2], [-0.8, 0.3, -0.2], [0.2, -0.3, 0.1], [-0.1, -0.2, 0.0], [0.1, -0.2, 0.1], [0.1, 0.0, -0.2], [0.0, 0.1, -0.2], [0.0, 0.3, 0.3]], "mulliken_charge": [-0.752, -0.262, 0.568, -0.389, -0.799, 0.142, -1.145, -0.246, 0.256, 0.268, 0.311, 0.278, 0.286, 0.258, 0.255, 0.317, 0.367, 0.289], "smiles": "C=CC(C=C)C(C)=S", "relative_energy_ev": 1.606, "spin_multiplicity": 1}